DFT (wB97M-V/def2-TZVPD) results for C13H18Cl2N2OTc as an isolated structure.

Last column: Mulliken spin population.
Atoms and positions in Å:
Tc: 1.0620 0.0158 -0.7478  2.03
Cl: 0.4978 -2.1989 -0.9758  0.14
Cl: 1.7498 2.0605 0.0941  0.12
C: 2.6631 -0.0725 -1.8404  -0.08
H: 3.4382 0.7046 -1.8080  0.02
H: 3.0122 -0.9931 -2.3268  0.01
C: -0.6077 0.7748 -1.4166  0.70
C: 1.2262 0.4985 -2.5802  -0.14
H: -1.2787 1.0306 -0.5430  0.02
C: 0.9923 -0.3719 -3.8095  0.03
H: 1.3543 1.5435 -2.8950  0.05
C: -0.2346 0.0627 -4.6155  -0.01
H: 1.8920 -0.3181 -4.4444  0.00
H: 0.8967 -1.4215 -3.5001  0.00
C: -1.4742 0.0687 -3.7326  0.07
H: -0.0613 1.0662 -5.0274  -0.01
H: -0.3746 -0.6170 -5.4632  0.00
C: -1.3743 1.1562 -2.6360  0.04
H: -2.3564 0.2753 -4.3525  0.00
H: -1.6226 -0.9167 -3.2711  -0.01
H: -0.9258 2.0827 -3.0361  0.06
H: -2.4053 1.4084 -2.3314  -0.02
N: -0.2278 -0.4007 6.6660  0.00
C: -1.1229 -0.7107 5.6799  0.00
O: -2.2294 -1.1750 5.9318  0.00
C: -0.6636 -0.4707 4.2687  0.00
C: 0.6082 0.0130 3.9335  -0.01
C: 0.9531 0.1472 2.5860  0.01
N: 0.1248 -0.1730 1.5819  0.01
C: -1.1056 -0.6193 1.8863  0.00
C: -1.5348 -0.7714 3.2094  0.00
H: -0.5226 -0.5434 7.6187  0.00
H: 0.6672 0.0309 6.5055  0.00
H: 1.3585 0.2946 4.6682  0.00
H: 1.9215 0.5512 2.2892  0.00
H: -1.7544 -0.8731 1.0452  -0.01
H: -2.5414 -1.1383 3.3889  0.00

Output
LUMO energy (spin up / spin down): -0.6518 / -1.5322 eV
Multiplicity: 4
Charge: 0
HOMO-LUMO gap (spin up / spin down): 0.23707 / 0.24101 Eh
HOMO energy (spin up / spin down): -7.103 / -8.091 eV


DFT (wB97M-V/def2-TZVPD) results for C13H18Cl3N4O2Sr as an isolated structure.

Last column: Mulliken charge in e.
Atoms and positions in Å:
Sr: 0.4394 1.9493 0.1013  1.70
C: -0.1764 -1.1829 1.6550  -0.84
C: 0.6736 -0.4631 2.6616  -1.10
N: 1.6696 0.4913 2.1101  -0.12
C: 2.7729 -0.1213 1.4115  -1.23
C: 2.4350 -0.9138 0.2291  0.69
C: 2.9084 -2.1367 -0.0450  -0.70
C: 2.6023 -2.7932 -1.3019  -0.55
C: 1.8102 -2.0944 -2.2433  -0.76
C: 1.3299 -0.8449 -1.8618  0.43
C: 0.3460 -0.1444 -2.8370  -1.18
N: -0.5402 0.7743 -2.0929  -0.14
C: -1.7979 0.0978 -1.5352  -0.72
C: -1.5062 -0.9115 -0.4424  -0.80
N: -0.8396 -0.2265 0.7171  0.04
N: 1.6477 -0.2705 -0.6914  0.20
H: -0.9551 -1.7422 2.2119  0.49
H: 0.3478 -1.9372 1.0465  0.38
H: 1.0848 -1.2091 3.2528  0.43
H: 0.0846 0.1783 3.3116  0.49
H: 1.9422 1.1108 2.8823  0.26
H: 3.3240 -0.7966 2.0718  0.40
H: 3.4573 0.7371 1.1793  0.26
H: 3.5080 -2.7210 0.6820  0.36
H: 2.9365 -3.7463 -1.5811  0.51
H: 1.5612 -2.5706 -3.1747  0.47
H: -0.2852 -0.8638 -3.3739  0.41
H: 0.9051 0.3559 -3.5805  0.55
H: -0.8465 1.4558 -2.7846  0.27
H: -2.3334 -0.4360 -2.3191  0.50
H: -2.4299 0.9168 -1.2946  0.13
H: -0.7958 -1.6271 -0.8483  0.29
H: -2.3689 -1.5655 -0.2047  0.55
H: -1.6644 0.1261 1.2371  0.21
Cl: -4.1248 3.3001 2.5322  -0.12
C: -3.5781 3.5423 0.8866  0.65
Cl: -4.6110 2.6078 -0.1767  -0.15
Cl: -3.7023 5.1977 0.4823  -0.11
C: -2.1124 2.9378 0.6355  0.45
O: -1.6569 2.9967 -0.5458  -0.81
O: -1.4615 2.5425 1.6371  -0.78

Output
LUMO energy: -3.2766 eV
Charge: +1
HOMO-LUMO gap: 0.34835 Eh
HOMO energy: -12.756 eV


DFT (wB97M-V/def2-TZVPD) results for C13H18F5I2O2OsP2 as an isolated structure.

Last column: Mulliken spin population.
Atoms and positions in Å:
I: -2.9878 0.2564 -2.5060  0.80
I: -0.6820 0.2858 -4.0033  1.13
Os: -0.5021 0.1371 -0.5409  0.66
P: -0.8143 -2.0328 -1.2486  0.13
C: -1.3823 -2.9609 0.2075  0.01
C: -1.7643 -2.8460 -2.6104  0.02
H: -1.5391 -3.9241 -2.6150  0.00
H: 0.7642 -3.7812 -1.8256  0.01
H: -1.4687 -2.4229 -3.5802  0.02
H: 1.2837 -2.1725 -2.4222  0.00
H: -2.2174 -2.4294 0.6683  0.00
H: -2.8441 -2.7020 -2.4784  0.00
C: 0.8429 -2.7202 -1.5829  0.02
H: -1.7063 -3.9601 -0.0816  0.01
H: 1.4568 -2.5843 -0.6812  0.00
H: -0.5591 -3.0314 0.9206  -0.01
P: -0.6592 2.3892 -1.0646  0.13
C: -1.0694 3.3319 0.4527  0.02
C: 1.0414 2.9645 -1.4328  0.01
H: -1.4180 2.9560 -3.3038  0.01
H: -1.3807 4.4000 -2.2711  0.00
H: -2.7090 3.2272 -2.1189  0.00
C: -1.6373 3.3332 -2.3029  0.02
H: 1.3854 2.5138 -2.3700  0.00
H: 1.0498 4.0570 -1.5213  0.01
H: -1.0349 4.4111 0.2675  0.01
H: -0.3445 3.0701 1.2303  -0.01
H: 1.6968 2.6553 -0.6057  0.00
H: -2.0775 3.0553 0.7843  0.00
C: -1.3517 0.1660 1.0869  -0.01
O: -1.8196 0.1957 2.1592  0.03
F: 2.5241 -0.6319 5.6312  0.07
C: 2.2928 -0.5579 4.3074  0.27
C: 2.1436 0.6889 3.6820  0.06
F: 2.2273 1.8125 4.4398  0.01
C: 1.8986 0.7517 2.3353  0.09
F: 1.7750 1.9747 1.7593  0.01
C: 1.6983 -0.4128 1.5548  0.18
O: 1.2978 -0.3502 0.3124  0.15
C: 1.9750 -1.6588 2.1933  0.09
F: 1.9489 -2.8041 1.4736  0.01
C: 2.2330 -1.7275 3.5435  0.03
F: 2.4338 -2.9226 4.1575  0.00

Output
LUMO energy (spin up / spin down): -11.9335 / -14.0376 eV
Multiplicity: 5
Charge: +3
HOMO-LUMO gap (spin up / spin down): 0.23115 / 0.20412 Eh
ΔE to the lowest compared entry with this formula, charge and spin: 0.7187 eV
HOMO energy (spin up / spin down): -18.223 / -19.592 eV


DFT (wB97M-V/def2-TZVPD) results for C13H18F5I2OP2SW as an isolated structure.

Last column: Mulliken spin population.
Atoms and positions in Å:
I: -2.5973 -0.0593 -0.2293  0.18
I: 2.9253 0.3475 -0.5046  0.44
W: 0.1816 -0.0878 0.2194  1.38
P: -0.0181 -2.4886 -0.2729  -0.05
C: -0.3132 -3.4826 1.2814  0.01
C: -1.3276 -3.1061 -1.3858  0.01
H: -1.1625 -4.1691 -1.6213  0.00
H: 1.4082 -4.1552 -1.2800  0.00
H: -1.3590 -2.5488 -2.3317  0.00
H: 1.7950 -2.5269 -1.8923  0.00
H: -1.2586 -3.1487 1.7097  0.00
H: -2.3177 -3.0000 -0.9233  0.00
C: 1.5359 -3.1048 -0.9988  0.00
H: -0.4171 -4.5253 0.9884  0.01
H: 2.3650 -3.0161 -0.2942  -0.01
H: 0.4979 -3.3044 1.9772  0.00
P: 0.0324 2.3344 -0.2348  -0.02
C: -0.1984 3.2529 1.3293  0.03
C: 1.5140 3.1179 -0.9802  0.01
H: -1.2957 2.4612 -2.2562  0.00
H: -1.0541 4.0794 -1.5123  0.00
H: -2.2587 2.9232 -0.8256  0.00
C: -1.2821 3.0198 -1.3125  0.00
H: 1.7587 2.5641 -1.8962  0.00
H: 1.3390 4.1736 -1.2131  0.00
H: -0.1812 4.3298 1.1269  0.01
H: 0.6092 3.0094 2.0272  0.00
H: 2.3527 3.0209 -0.2802  0.00
H: -1.1537 2.9892 1.7952  0.00
C: -0.5679 0.3271 2.0867  0.04
O: -1.0154 0.4463 3.1461  0.08
F: 3.0985 -0.4194 7.1956  0.00
C: 2.7255 -0.5868 5.9234  -0.01
C: 2.6780 0.4971 5.0332  0.00
F: 3.0067 1.7236 5.4680  0.00
C: 2.2505 0.3244 3.7347  -0.01
F: 2.1032 1.3948 2.9318  0.00
C: 1.9489 -0.9789 3.2960  0.03
S: 1.8249 -1.1449 1.5233  -0.14
C: 1.9979 -2.0460 4.1470  0.00
F: 1.6683 -3.2991 3.7407  0.00
C: 2.3744 -1.8534 5.4579  0.00
F: 2.3879 -2.9058 6.3050  0.00

Output
LUMO energy (spin up / spin down): -13.8072 / -13.8440 eV
Multiplicity: 3
Charge: +3
HOMO-LUMO gap (spin up / spin down): 0.18550 / 0.18842 Eh
HOMO energy (spin up / spin down): -18.855 / -18.971 eV


DFT (wB97M-V/def2-TZVPD) results for one molecule with the formula C13H18N2O6S2.

Last column: Mulliken charge in e.
Atoms and positions in Å:
C: 1.8645 -3.1616 6.6162  -1.08
C: 0.9452 -4.0379 5.7796  -0.22
O: 0.3141 -3.2810 4.7363  -0.35
C: 1.0148 -3.0736 3.6322  0.68
O: 2.1164 -3.5032 3.4113  -0.59
C: 0.2414 -2.2293 2.6276  -0.64
N: 1.0672 -1.9118 1.4891  -0.29
S: 1.5238 -0.3060 1.3193  1.34
O: 2.8599 -0.2736 0.8110  -0.72
O: 1.1972 0.4318 2.5071  -0.69
C: 0.4012 0.1938 0.0149  0.19
C: 0.7047 -0.1590 -1.2867  -0.59
C: -0.1668 0.2011 -2.3023  -0.60
C: -1.3155 0.9008 -1.9831  0.14
S: -2.3937 1.4653 -3.3071  1.22
O: -3.7143 1.6440 -2.7881  -0.69
O: -2.1818 0.6432 -4.4561  -0.67
N: -1.8144 2.9852 -3.6644  -0.30
C: -0.4792 3.0570 -4.1611  -0.15
C: 0.2450 4.3627 -4.1937  -0.68
C: 0.6903 3.2858 -3.2433  -0.40
C: -1.6214 1.2502 -0.6816  -0.71
C: -0.7508 0.8870 0.3347  -0.39
H: 2.2802 -3.7461 7.4318  0.37
H: 2.6786 -2.7837 6.0029  0.31
H: 1.3117 -2.3202 7.0262  0.30
H: 1.5085 -4.8603 5.3277  0.31
H: 0.1205 -4.4319 6.3761  0.30
H: -0.0634 -1.2990 3.1141  0.31
H: -0.6533 -2.7770 2.3112  0.32
H: 1.8833 -2.5144 1.4534  0.38
H: 1.6201 -0.6939 -1.4805  0.43
H: 0.0150 -0.0573 -3.3330  0.51
H: -2.0438 3.6616 -2.9531  0.32
H: -0.3675 2.3670 -4.9862  0.39
H: -0.2541 5.2266 -3.7825  0.23
H: 0.8605 4.5841 -5.0510  0.24
H: 1.6152 2.7687 -3.4431  0.25
H: 0.4932 3.4272 -2.1907  0.23
H: -2.5383 1.7842 -0.4858  0.47
H: -0.9372 1.1432 1.3655  0.52

Output
LUMO energy: 0.0337 eV
Charge: 0
HOMO-LUMO gap: 0.36035 Eh
SMILES string: CCOC(=O)CNS(=O)(=O)c1ccc(S(=O)(=O)NC2CC2)cc1
ΔE to the lowest compared entry with this formula, charge and spin: 0.0000 eV
HOMO energy: -9.772 eV


DFT (wB97M-V/def2-TZVPD) results for C13H18N3O as an isolated structure.

Last column: Mulliken charge in e.
Atoms and positions in Å:
O: -1.0323 -1.7870 0.5297  -0.55
H: -1.0149 -2.6468 -0.0054  0.37
C: -2.1551 -1.4150 1.0991  -0.74
H: -2.0002 -0.8696 1.9220  0.59
H: -2.6750 -2.6089 1.4010  0.22
C: -3.3989 -0.9455 0.2433  -1.00
H: -3.1979 -1.2628 -0.6731  0.51
H: -4.3494 -1.2517 0.2868  0.65
C: -3.4996 0.6890 0.2341  -0.82
H: -3.8188 0.8463 1.3038  0.35
H: -4.2224 1.2225 -0.3920  0.38
C: -2.2459 1.5454 0.0762  -1.11
C: -1.4225 1.0804 -1.2824  -0.91
N: -0.3093 0.3674 -1.0239  0.39
H: -0.6647 -0.5719 -0.5886  0.24
C: 0.8213 0.7906 -0.3131  0.08
N: 0.8691 1.8999 -0.0069  -0.23
C: 1.8935 2.5310 0.6007  -0.35
N: 3.1458 2.0610 0.6659  -0.51
C: 3.1021 0.7165 0.4609  0.33
C: 4.2842 -0.0435 0.4654  -0.48
C: 4.3105 -1.2499 0.3188  -0.18
C: 3.3396 -1.8818 -0.3974  -0.45
C: 2.1016 -1.2921 -0.5038  -0.46
C: 2.0253 0.1749 -0.5266  0.65
H: 1.4279 -1.8386 -1.1612  0.32
H: 3.4645 -3.2118 -0.7552  0.21
H: 5.3821 -1.7299 0.2914  0.29
H: 5.0671 0.4462 1.1407  0.29
H: 1.8913 3.5783 0.8985  0.41
H: -0.0707 0.0330 -2.0384  0.50
H: -2.1813 0.8742 -2.0447  0.57
H: -0.9877 2.2465 -1.4894  0.23
H: -2.3999 2.3772 0.2825  1.13
H: -1.4794 1.1264 0.9813  0.10

Output
LUMO energy: -3.7380 eV
Charge: +1
HOMO-LUMO gap: 0.32486 Eh
ΔE to the lowest compared entry with this formula, charge and spin: 8.5882 eV
HOMO energy: -12.578 eV


DFT (wB97M-V/def2-TZVPD) results for a 2-piece molecular cluster, C13H18N3O2S overall.

Last column: Mulliken charge in e.
Atoms and positions in Å:
C: 4.5203 0.4650 4.1103  -0.99
C: 5.3912 1.0882 3.0326  -0.43
O: 5.3795 0.3283 1.7828  -0.45
C: 4.1931 -0.0245 1.3114  0.73
C: 3.9407 -1.3237 0.9202  -0.83
C: 2.6987 -1.6184 0.3910  0.20
N: 1.7836 -0.6596 0.2651  0.64
C: 0.4721 -0.9494 -0.3085  0.88
C: -0.2329 0.0811 -0.9059  -0.48
C: -1.4788 -0.2251 -1.4426  -0.30
N: -2.0278 -1.4379 -1.4309  -0.45
C: -1.3259 -2.3980 -0.8357  -0.65
C: -0.0756 -2.2205 -0.2523  -0.42
N: 1.9838 0.5964 0.6224  -0.80
C: 3.1516 0.9053 1.1216  -0.27
H: 4.5390 -0.6175 4.0180  0.31
H: 3.4953 0.8177 4.0501  0.30
H: 4.9041 0.7158 5.0922  0.40
H: 5.0881 2.1058 2.8077  0.32
H: 6.4148 1.1040 3.3763  0.38
H: 4.7011 -2.0810 1.0092  0.47
H: 2.4943 -2.6235 0.0723  0.40
H: 0.1802 1.0723 -0.9393  0.43
H: -2.0380 0.5741 -1.9023  0.42
H: -1.7642 -3.3847 -0.8076  0.36
H: 0.4223 -3.0550 0.2085  0.36
H: 3.3035 1.9378 1.3892  0.44
C: -5.7768 0.1786 -1.6943  -0.83
S: -5.1197 0.9371 -3.1832  0.54
O: -4.1448 1.9758 -2.7423  -0.62
C: -6.6263 1.7883 -3.6570  -0.96
H: -4.9668 -0.3704 -1.2174  0.22
H: -6.1474 0.9533 -1.0228  0.31
H: -6.5771 -0.5107 -1.9625  0.35
H: -6.9379 2.4556 -2.8536  0.31
H: -7.4031 1.0541 -3.8690  0.36
H: -6.4143 2.3655 -4.5540  0.33

Output
LUMO energy: -4.7522 eV
Charge: +1
HOMO-LUMO gap: 0.21829 Eh
HOMO energy: -10.692 eV


Calculated total energy (eV), listed in the same order as above: -46041.1996, -62229.1936, -68668.7425, -76816.7148, -50707.3210, -20272.7128, -33164.9222